C40H57ClN3O18 | ωB97M-V/def2-TZVPD

```
119
Properties=species:S:1:pos:R:3:forces:R:3:mulliken_charge:R:1
Cl -0.2161 -0.1304 0.6496 1.01 -0.98 -0.67 1.28
O 0.2708 -0.9640 1.7033 -1.26 0.05 2.28 -0.85
O -0.4011 1.2588 1.0253 0.11 -0.67 0.00 -0.26
O 0.8360 -0.3157 -0.3064 1.22 1.46 -2.25 -0.85
O -1.4022 -0.6564 0.0409 -1.06 0.10 0.45 -0.03
O 5.7038 -2.1787 -3.3887 -0.93 -1.26 2.14 -0.57
C 5.1398 -2.4526 -2.3426 0.93 1.51 -1.68 0.43
O 5.8254 -2.7374 -1.1753 1.63 0.59 -3.58 -0.40
C 5.0434 -2.8337 -0.0574 -1.00 -0.04 0.03 -0.48
C 3.6828 -2.2592 -0.4905 -0.28 -0.10 0.80 1.91
C 3.6650 -2.3019 -2.0245 -0.39 -0.07 1.89 0.80
H 5.5459 -2.1931 0.6672 -0.26 -0.56 0.64 0.28
H 5.0781 -3.9098 0.1129 -0.56 0.06 1.22 0.30
H 3.6127 -1.2235 -0.1581 -0.06 -0.17 0.10 -1.46
H 2.8325 -2.8079 -0.0856 0.14 0.18 0.25 -0.28
H 3.2172 -1.3477 -2.3022 0.35 -0.37 -0.95 -0.48
H 2.9975 -3.1339 -2.2489 0.46 0.00 -0.91 -0.05
O 3.4898 4.9938 4.7872 -1.50 -1.01 -0.88 -0.63
C 2.6959 4.0884 4.5813 1.48 0.50 1.67 0.51
O 1.9224 3.9665 3.4902 0.12 0.48 -0.10 -0.32
C 1.1684 2.7477 3.4497 0.24 -0.79 0.51 1.01
C 1.3880 2.0868 4.8167 -0.70 0.18 1.51 -0.76
C 2.5249 2.8875 5.5348 -0.18 -1.04 -1.61 -0.53
H 1.4867 2.1163 2.6202 0.32 0.27 0.03 -0.50
H 0.1073 2.9403 3.2914 0.14 0.41 -0.06 -0.12
H 1.4469 0.9984 4.8194 0.67 0.08 -0.41 0.47
H 0.4696 2.2203 5.3883 -0.11 0.29 0.14 0.32
H 3.4632 2.3327 5.5310 0.21 -0.03 -0.55 0.22
H 2.4484 3.0717 6.6064 -0.73 0.63 -0.28 0.36
O -7.0594 -1.0784 -2.1663 1.05 -0.73 -1.36 -0.63
C -5.9499 -1.4677 -2.4920 -1.71 1.10 3.84 0.44
O -5.4977 -1.6735 -3.6933 -2.24 0.96 -2.18 -0.33
C -4.1417 -1.8520 -3.7302 2.81 -1.33 0.91 -0.55
C -3.6602 -1.5253 -2.3095 1.80 0.52 -0.95 0.64
C -4.8433 -1.7534 -1.4702 -0.41 -0.26 0.18 -0.06
H -3.5600 -1.2763 -4.4501 -0.79 0.20 -0.31 0.31
H -3.9871 -2.9114 -3.9345 0.33 -0.12 -0.19 0.29
H -3.4200 -0.4643 -2.2417 0.11 0.19 -0.23 -0.29
H -2.7273 -2.0357 -2.0701 -0.17 -0.23 0.10 -0.10
H -4.8220 -1.0852 -0.6093 -0.64 -0.24 -0.01 0.02
H -4.9339 -2.7957 -1.1642 -0.14 -0.07 0.20 0.23
O -2.6359 2.0258 -3.9198 0.10 0.31 0.28 -0.61
C -2.0970 2.6283 -3.0279 -0.77 -0.80 -1.16 0.14
O -2.8358 3.2385 -2.0585 0.91 0.56 -0.50 -0.36
C -1.9417 3.7833 -1.0836 0.86 -1.28 1.20 0.08
C -0.5205 3.6777 -1.6069 0.69 0.68 -0.91 0.25
C -0.6052 2.6979 -2.7926 -0.14 0.59 1.41 0.70
H -1.9239 3.0597 -0.2686 -0.67 0.32 0.54 -0.23
H -2.1588 4.7934 -0.7364 -0.59 -0.20 -0.30 0.32
H 0.1825 3.3614 -0.8362 -0.18 -0.05 0.03 -0.67
H -0.2028 4.6641 -1.9446 0.20 -0.01 -0.18 0.40
H -0.3068 1.7021 -2.4647 0.06 -0.17 -0.13 -0.59
H 0.0143 2.9938 -3.6391 -0.46 -0.13 -0.13 0.55
O 6.0523 0.8615 -3.2138 0.21 0.38 0.02 -0.60
C 4.9996 1.4005 -3.0425 1.11 -0.80 -0.37 0.34
O 3.8574 0.7297 -3.3270 0.92 -1.41 -0.47 -0.33
C 2.7379 1.4429 -2.9923 -1.00 1.84 0.03 0.82
C 3.2491 2.9020 -2.8625 -1.34 0.12 0.85 -0.42
C 4.7052 2.7459 -2.4433 -0.47 -0.59 -0.34 0.11
H 2.2921 1.1180 -2.0522 0.23 -0.22 0.28 -0.64
H 1.9421 1.3255 -3.7279 0.23 -0.05 -0.33 0.41
H 2.5658 3.3072 -2.1162 0.41 0.71 0.13 0.07
H 3.1277 3.4869 -3.7742 0.14 -0.19 -0.12 0.44
H 4.8701 2.5276 -1.3882 -0.29 0.49 0.29 -0.40
H 5.4086 3.5157 -2.7607 -0.16 -0.17 -0.06 0.44
O -6.8923 1.7412 2.6968 1.25 0.02 -0.18 -0.63
C -5.7000 1.8707 2.5194 -2.33 0.76 0.74 0.38
O -4.8989 0.8332 2.2607 -0.67 -1.16 0.48 -0.45
C -3.5986 1.2745 2.0113 1.45 0.35 -1.70 0.84
C -3.5021 2.6065 2.6793 0.89 1.24 0.08 -0.36
C -4.9014 3.1709 2.5310 0.33 -0.88 -0.06 -0.46
H -3.5119 1.3700 0.9290 -0.03 0.38 -0.34 -0.10
H -2.7838 0.5725 2.1885 -0.52 -0.29 0.89 -0.32
H -2.8013 3.2769 2.1818 0.34 -0.24 0.09 0.16
H -3.2118 2.5278 3.7269 -0.05 -0.11 0.07 0.30
H -5.0174 3.5887 1.5310 -0.11 0.26 -0.01 0.23
H -5.1431 3.9059 3.2988 -0.46 -0.30 -0.18 0.34
O -2.1434 -6.0249 -1.6011 1.32 1.22 0.49 -0.68
C -1.4530 -5.2687 -0.9337 -3.25 -0.62 0.86 0.46
O -0.1858 -5.0780 -1.0664 3.80 -0.92 -1.43 -0.38
C 0.4795 -4.3828 -0.0029 -2.03 0.78 1.36 0.66
C -0.6529 -4.3326 1.0972 -0.40 0.82 0.62 -0.02
C -1.9161 -4.4475 0.2778 -0.45 -0.46 -1.72 0.26
H 0.7083 -3.3826 -0.3709 -0.18 0.17 0.08 -0.70
H 1.4178 -4.7804 0.3839 -0.22 -0.84 -0.58 0.41
H -0.6675 -3.3825 1.6311 0.42 0.10 -0.19 -0.33
H -0.7003 -5.0655 1.9026 0.82 -0.50 -0.34 0.31
H -2.1908 -3.4663 -0.1093 -0.16 0.15 -0.07 -0.38
H -2.8315 -4.9598 0.5740 0.29 0.23 0.90 0.44
N -0.1036 -1.5382 -3.2496 -0.83 -1.08 0.15 1.16
C -0.8096 -0.9437 -4.2556 0.17 1.26 -0.43 -0.69
C -0.5611 -1.5805 -5.4431 0.24 -0.95 0.99 -0.92
C 0.1771 -2.7581 -5.0639 -0.47 -0.09 -1.11 -1.04
C 0.3749 -2.7511 -3.7173 0.65 0.69 -0.01 -0.38
H -0.0676 -1.2159 -2.2931 -0.16 -0.11 0.03 -0.22
H -1.4898 -0.1248 -4.0734 0.40 0.33 0.09 0.64
H -0.8709 -1.3026 -6.4397 -0.19 -0.05 0.22 0.49
H 0.4141 -3.5399 -5.7703 0.25 -0.08 0.26 0.42
H 0.8612 -3.4789 -3.0846 -0.03 0.21 -0.01 0.38
N -2.1921 -2.0548 3.7573 -1.00 -0.22 1.34 0.31
C -1.6948 -2.8277 4.7917 1.33 0.45 -0.92 -0.34
C -2.4756 -2.6582 5.8840 -1.27 -1.45 0.86 -0.77
C -3.6293 -1.9684 5.4973 0.21 1.73 -1.50 -0.53
C -3.3882 -1.5019 4.2034 -0.22 -0.72 0.09 -0.63
H -1.8002 -1.9945 2.8284 -0.03 0.20 0.22 0.13
H -0.7845 -3.3935 4.6590 -0.01 0.13 0.04 0.43
H -2.5109 -3.1711 6.8338 0.83 -0.15 -0.06 0.35
H -4.5045 -1.7867 6.1036 0.11 0.18 -0.11 0.42
H -4.0136 -0.9074 3.5540 0.09 -0.12 0.04 0.60
N 3.3644 1.3531 0.5059 0.20 -2.14 0.12 1.13
C 3.1039 2.6730 0.5598 0.31 -0.12 0.43 0.03
C 4.2492 3.2420 1.0331 0.05 1.96 0.23 -1.39
C 5.2374 2.2712 1.2451 -0.13 -1.54 0.24 -1.01
C 4.6411 1.0436 0.9597 -0.65 1.45 -0.58 -0.27
H 2.6974 0.6348 0.2625 -0.29 0.09 -0.05 -0.37
H 2.1223 3.0849 0.3774 0.16 -0.09 -0.09 0.47
H 4.3094 4.2962 1.2600 0.26 0.00 -0.06 0.47
H 6.2463 2.3797 1.6148 -0.14 0.21 -0.03 0.52
H 4.9789 0.0185 0.9978 0.06 0.23 -0.04 0.10
```
Forces are in eV/Å.

- 2S+1 = 1
- Kohn-Sham gap (eV) = 8.43
- electronic energy (Ha) = -3537.006202
- charge = -1
- E_HOMO (eV) = -6.45